[1]
{
  "formula": "C5H12N4",
  "method": "ωB97M-V/def2-TZVPD",
  "de_lowest_kcal_mol": 234.6,
  "symbols": ["C", "C", "C", "C", "C", "H", "H", "H", "H", "H", "H", "H", "H", "H", "H", "H", "H", "N", "N", "N", "N"],
  "coordinates": [[-2.178495, 0.379921, -1.197352], [1.177688, 0.582875, -1.856340], [0.269349, -0.264340, 0.267651], [1.221814, 0.008953, 1.264243], [1.353797, 1.190865, 2.075292], [-2.022586, 1.533570, -1.123719], [-3.104628, 0.080135, -1.691271], [-2.289470, 0.122384, -0.008772], [-1.236632, -1.334011, -1.565964], [1.560019, -0.289461, -2.217002], [0.944356, 1.339158, -2.628562], [2.051543, 0.860617, -1.103291], [2.221574, -0.858819, 1.227799], [2.122595, 1.074811, 2.970411], [0.745597, 2.318136, 1.980701], [-1.584179, -2.259718, 1.950235], [0.407966, -1.301707, 2.420535], [-0.995812, -0.237064, -1.750131], [-0.091695, 0.435323, -1.092704], [-0.280925, -1.301239, 0.384385], [-0.291876, -2.080388, 1.693855]],
  "forces_ev_per_angstrom": [[-1.7, 1.6, 2.8], [0.2, 3.2, 2.7], [1.5, 4.5, -3.3], [5.5, 4.2, 2.9], [0.1, -1.3, -0.5], [-0.6, -2.1, -0.8], [0.0, 0.1, -0.1], [0.1, 0.3, -2.6], [2.1, 2.8, -0.1], [0.5, -2.7, -1.6], [0.8, -0.4, 0.3], [-2.0, 0.3, -1.5], [-3.3, 2.7, 0.7], [-1.6, 0.7, -2.1], [1.5, -4.0, 0.2], [5.3, 1.4, -0.8], [-3.5, -2.9, -1.9], [-5.2, -2.6, -1.4], [6.9, -0.3, 3.7], [-5.7, -8.2, 2.9], [-0.9, 2.8, 0.4]],
  "mulliken_charge": [-0.707, -0.965, 0.662, -0.759, -0.477, 0.269, 0.358, 0.135, 0.368, 0.407, 0.309, 0.241, 0.272, 0.251, 0.240, 0.263, 0.397, -0.666, 0.266, -0.160, -0.702]
}

[2]
{
  "formula": "C5H12N4",
  "method": "ωB97M-V/def2-TZVPD",
  "de_lowest_kcal_mol": 123.0,
  "symbols": ["C", "N", "C", "N", "H", "H", "H", "H", "H", "H", "C", "N", "C", "C", "N", "H", "H", "H", "H", "H", "H"],
  "coordinates": [[0.267275, -2.427767, -0.993872], [-0.087487, -1.030392, -1.146534], [-1.888486, -1.195144, 0.319805], [-1.047644, -0.486461, -0.351484], [0.726499, -0.409339, -1.134968], [0.567987, -2.677972, 0.033362], [1.104413, -2.626620, -1.658525], [-0.568066, -3.064892, -1.289660], [-2.697905, -0.675736, 0.801986], [-1.751474, -2.248359, 0.523523], [0.484788, 1.367588, 1.004342], [1.678376, 0.737272, 0.528023], [-0.693453, 1.315210, 0.095503], [-0.146859, 2.161055, -0.881487], [0.236555, 1.612813, 2.248282], [2.214547, 0.319265, 1.278859], [2.252693, 1.341922, -0.040411], [1.056341, 1.502569, 2.843192], [-1.590488, 1.642496, 0.601269], [0.605320, 1.828706, -1.579228], [-0.722931, 3.013785, -1.201978]],
  "forces_ev_per_angstrom": [[-0.1, 0.1, 0.2], [0.3, 0.4, 0.3], [1.1, 0.5, -0.2], [-1.1, -1.6, 0.1], [-0.4, -0.2, 0.1], [-0.1, 0.0, 0.0], [0.0, 0.0, 0.0], [0.0, 0.0, 0.0], [0.0, 0.2, 0.2], [-0.1, -0.2, -0.3], [-1.3, -3.0, 1.8], [0.3, 0.2, -0.3], [2.6, 2.9, -0.1], [-1.5, 0.1, -0.7], [0.3, -0.1, -0.5], [0.0, 0.3, 0.0], [0.1, 0.0, 0.1], [0.2, 0.4, -0.2], [-0.2, -0.2, -0.1], [0.7, 0.1, 0.4], [-0.4, -0.1, -0.6]],
  "mulliken_charge": [-1.010, -0.350, -0.336, 0.061, 0.347, 0.358, 0.349, 0.335, 0.249, 0.287, 0.597, -0.486, 0.020, -1.031, -0.751, 0.207, 0.228, 0.215, 0.210, 0.218, 0.280]
}

[3]
{
  "formula": "C5H12N4",
  "method": "ωB97M-V/def2-TZVPD",
  "smiles": "[H]/N=C(/N)NC(N)=C(C)C",
  "de_lowest_kcal_mol": 25.0,
  "symbols": ["C", "C", "N", "C", "C", "C", "N", "N", "N", "H", "H", "H", "H", "H", "H", "H", "H", "H", "H", "H", "H"],
  "coordinates": [[-1.142670, -2.088629, 0.247355], [-1.658149, 0.177495, -0.786003], [1.194683, 0.740167, -0.778277], [0.703085, -0.545931, -0.467698], [0.836725, 1.491657, 0.573867], [-0.620312, -0.775832, -0.254546], [1.722199, -1.428055, -0.130558], [0.299720, 2.730429, 0.307882], [1.215722, 1.160656, 1.726122], [0.696408, 1.159575, -1.555087], [1.484580, -2.304461, 0.309165], [2.629530, -0.997058, -0.035113], [0.305504, 3.335737, 1.117475], [0.645865, 3.195578, -0.516628], [1.411111, 0.174028, 1.860205], [-0.426182, -2.613227, 0.876827], [-2.039607, -1.931096, 0.830789], [-2.635096, -0.300949, -0.854266], [-1.412267, -2.757716, -0.571244], [-1.437121, 0.545280, -1.783150], [-1.773724, 1.032353, -0.117116]],
  "forces_ev_per_angstrom": [[0.4, 0.0, -0.1], [-0.1, 0.1, 0.5], [-0.7, 1.4, 2.9], [-1.4, -1.4, 0.8], [2.3, 0.4, -2.7], [0.8, -0.5, -1.3], [-0.2, 0.2, -0.4], [-0.1, 0.2, 0.1], [-1.0, -0.3, 0.3], [-0.2, 0.0, 0.2], [0.4, 0.3, -0.1], [-0.1, -0.4, 0.2], [0.0, -0.1, 0.0], [-0.1, -0.1, -0.1], [0.3, 0.1, -0.3], [0.0, -0.1, 0.1], [-0.3, 0.0, 0.2], [0.0, -0.1, 0.0], [0.0, -0.1, -0.1], [0.1, 0.2, -0.2], [-0.1, 0.2, -0.1]],
  "mulliken_charge": [-1.618, -1.547, -0.514, -0.331, 0.599, 1.200, -0.434, -0.428, -0.744, 0.336, 0.172, 0.292, 0.285, 0.229, 0.311, 0.442, 0.407, 0.451, 0.282, 0.297, 0.313]
}

[4]
{
  "formula": "C5H12N4S",
  "method": "ωB97M-V/def2-TZVPD",
  "de_lowest_kcal_mol": 47.7,
  "total_charge": 2,
  "symbols": ["C", "C", "C", "C", "C", "N", "N", "N", "N", "S", "H", "H", "H", "H", "H", "H", "H", "H", "H", "H", "H", "H"],
  "coordinates": [[0.305338, -1.193562, -0.930013], [1.992870, 1.173562, -0.566952], [-0.805552, -0.249989, -0.551918], [2.322680, -1.381305, 0.465493], [-1.890629, -0.996158, 0.350949], [1.303414, -1.575853, -0.255634], [-0.449410, 0.909613, 0.214150], [0.651179, 1.744078, -0.076030], [-2.601344, 0.002444, 1.096024], [3.058185, 0.181655, 0.553765], [0.186220, -1.679981, -1.895931], [1.798045, 0.614286, -1.485598], [2.619454, 2.037416, -0.808500], [-1.296511, 0.043406, -1.490427], [2.750606, -2.166077, 1.077422], [-1.362608, -1.644616, 1.054120], [-2.503921, -1.614759, -0.309959], [0.824323, 2.316120, 0.768751], [0.391562, 2.415969, -0.830634], [-0.960466, 0.961958, 1.101737], [-2.998601, -0.353710, 1.957266], [-3.334832, 0.455494, 0.561918]],
  "forces_ev_per_angstrom": [[-0.3, -0.6, -0.2], [0.5, -0.6, 0.3], [-0.2, 0.3, 0.1], [-0.7, 0.8, -0.1], [0.1, -0.2, -0.2], [-0.1, 0.1, 0.0], [0.9, -0.7, 0.0], [0.0, 0.4, -0.1], [-0.2, 0.2, 0.3], [-0.2, 0.5, -0.4], [0.1, 0.1, -0.2], [0.0, 0.2, 0.1], [-0.2, 0.0, 0.0], [0.2, -0.2, 0.0], [-0.1, -0.1, 0.2], [0.0, 0.0, -0.1], [0.1, 0.0, 0.0], [-0.1, -0.2, -0.3], [0.0, -0.2, 0.4], [0.1, 0.5, 0.2], [0.0, -0.1, -0.1], [0.0, -0.1, 0.1]],
  "mulliken_charge": [-0.653, -0.823, 0.300, 0.085, -0.722, 0.016, -0.343, -0.139, -0.548, 0.144, 0.385, 0.573, 0.464, 0.365, 0.386, 0.442, 0.389, 0.420, 0.412, 0.384, 0.245, 0.220]
}